30
Properties=species:S:1:pos:R:3 method="wB97M-V/def2-TZVPD" orbital_gap_ev=8.87 e_tot_ev=-27023.5278 charge=0
C 2.94 -1.28 -1.76
C 1.65 -0.88 -1.75
C 2.64 -0.18 0.03
C -3.46 -1.21 1.38
C -0.27 3.49 -0.30
C -2.35 -2.10 0.86
C -0.99 -1.51 0.81
C 0.29 0.44 -0.19
N 3.58 -0.88 -0.62
N 1.45 -0.15 -0.62
N 2.98 0.41 1.30
O 3.97 0.03 1.95
O 2.23 1.35 1.62
O -0.88 -0.69 -0.33
Si -0.31 1.96 -1.40
H 3.46 -1.87 -2.49
H 0.83 -1.10 -2.59
H -3.24 -0.75 2.33
H -3.53 -0.39 0.81
H -4.29 -1.75 1.50
H -0.36 4.49 -0.92
H -1.09 3.59 0.30
H 0.66 3.51 0.22
H -2.72 -2.56 -0.17
H -2.39 -3.01 1.48
H -0.68 -0.80 1.71
H -0.18 -2.34 0.70
H 0.41 0.62 0.84
H 0.99 1.96 -2.39
H -1.33 1.63 -2.32